(1)
ORCA calculation (ωB97M-V/def2-TZVPD) on C45H54Li2O21S as an isolated structure in a non-equilibrium geometry.

Each line ends with the Löwdin charge.
Atoms and positions in Å:
Li  33.561  32.183  7.731  0.757
Li  38.871  33.359  6.004  0.712
S  35.617  33.174  5.612  0.249
O  34.916  32.229  4.701  -0.315
O  35.436  34.573  5.219  -0.323
O  34.917  33.032  6.820  -0.380
O  36.941  32.852  5.781  -0.316
C  31.000  30.956  5.981  -0.075
O  32.399  31.413  6.078  -0.271
H  30.598  30.677  7.032  0.113
H  30.846  30.314  5.236  0.020
H  30.728  32.054  5.629  0.107
H  32.774  31.518  5.123  0.059
C  40.069  35.537  4.303  -0.096
O  39.016  34.570  4.238  -0.238
H  40.242  35.471  3.177  0.117
H  40.663  35.428  5.050  0.009
H  39.608  36.511  4.537  0.078
H  38.043  34.988  4.140  0.129
C  38.805  33.985  8.583  -0.167
O  39.094  34.725  7.485  -0.209
H  39.498  33.101  8.432  0.116
H  37.799  33.643  8.332  0.059
H  38.763  34.662  9.521  0.137
H  38.735  35.651  7.660  0.116
C  34.762  34.588  12.776  -0.031
C  34.889  33.689  11.752  -0.036
C  35.284  34.077  10.465  -0.274
C  35.517  35.490  10.221  -0.037
C  35.284  36.344  11.224  -0.080
C  35.126  35.911  12.543  -0.292
O  35.063  36.798  13.668  -0.015
O  35.439  33.092  9.470  -0.040
H  34.341  34.308  13.791  0.144
H  34.818  32.599  11.802  0.124
H  36.028  35.879  9.193  0.166
H  35.635  37.475  11.286  0.158
H  34.957  37.759  13.464  0.110
H  35.241  33.419  8.536  0.058
C  30.718  36.352  8.448  -0.013
C  32.059  36.586  8.189  -0.036
C  32.763  36.127  7.098  -0.272
C  31.957  35.325  6.187  0.006
C  30.580  35.155  6.337  0.013
C  29.935  35.734  7.495  -0.365
O  28.685  35.426  7.772  0.098
O  34.102  36.265  6.816  -0.046
H  30.148  36.722  9.414  0.161
H  32.511  37.247  8.698  0.043
H  32.419  34.914  5.448  0.033
H  29.874  34.402  5.759  0.145
H  28.145  35.304  7.094  0.033
H  34.573  35.407  6.330  0.108
C  38.838  30.505  2.009  -0.048
C  37.649  30.819  2.612  -0.051
C  36.614  29.744  2.672  -0.298
C  36.878  28.550  2.102  -0.098
C  38.022  28.165  1.494  -0.022
C  39.091  29.204  1.321  -0.296
O  40.089  29.034  0.476  0.033
O  35.345  30.046  3.182  -0.009
H  39.639  31.271  1.956  0.110
H  37.444  31.850  2.987  0.101
H  35.993  27.753  2.165  0.168
H  38.400  27.269  0.977  0.114
H  40.775  29.761  0.482  0.145
H  35.263  30.960  3.625  0.068
C  37.679  33.767  0.994  -0.002
C  36.747  34.324  1.918  -0.045
C  36.673  35.672  2.204  -0.337
C  37.725  36.522  1.749  -0.006
C  38.713  36.067  0.860  0.000
C  38.638  34.643  0.470  -0.326
O  39.618  34.115  -0.315  -0.050
O  35.643  36.175  2.924  0.040
H  37.605  32.577  0.769  0.160
H  35.846  33.756  2.067  0.100
H  37.842  37.571  1.999  0.114
H  39.433  36.693  0.496  0.071
H  40.253  34.839  -0.904  0.223
H  35.265  35.485  3.458  0.039
C  38.684  27.747  5.510  0.000
C  38.116  29.025  5.878  0.044
C  37.816  29.346  7.246  -0.296
C  38.071  28.310  8.150  -0.023
C  38.711  27.147  7.833  -0.020
C  38.973  26.913  6.519  -0.380
O  39.411  25.691  6.159  0.069
O  37.214  30.564  7.541  -0.038
H  39.045  27.497  4.600  0.076
H  37.908  29.837  5.094  0.116
H  37.851  28.377  9.220  0.120
H  38.867  26.405  8.505  0.092
H  39.680  25.800  5.262  0.082
H  37.325  31.409  6.884  0.116
C  30.187  33.729  1.792  -0.042
C  30.841  32.690  2.489  -0.007
C  32.224  32.800  2.827  -0.251
C  32.917  34.000  2.450  0.036
C  32.181  35.066  1.877  0.047
C  30.796  34.922  1.536  -0.337
O  30.133  35.958  1.032  0.131
O  32.841  31.802  3.536  -0.021
H  29.111  33.515  1.660  0.123
H  30.287  31.771  2.741  0.117
H  33.951  34.110  2.524  0.054
H  32.563  35.902  1.566  0.056
H  29.369  35.557  1.044  0.006
H  33.690  32.015  3.985  -0.009
C  38.714  38.283  6.313  0.015
C  39.104  39.645  6.023  0.018
C  38.283  40.586  5.330  -0.262
C  36.969  40.039  4.913  0.009
C  36.559  38.736  5.191  -0.027
C  37.483  37.838  5.759  -0.262
O  37.020  36.491  5.931  -0.054
O  38.783  41.799  5.084  0.085
H  39.153  37.701  6.911  0.021
H  39.985  39.886  6.262  0.029
H  36.202  40.567  4.468  0.075
H  35.410  38.440  4.897  0.183
H  36.001  36.488  5.789  0.087
H  39.566  41.960  5.533  0.073

Values from the calculation:
LUMO = -0.31 eV
net charge = 0
DFT total energy = -3740.11018 a.u.
energy above the lowest of the compared OMol25 structures with the same formula, charge and spin = 0.000 eV


(2)
ORCA calculation (ωB97M-V/def2-TZVPD) on a 8-piece molecular cluster, C6H27NO8 overall in a non-equilibrium geometry.

Each line ends with the Löwdin charge.
Atoms and positions in Å:
C  2.330  0.160  2.634  -0.065
C  1.313  0.094  1.453  -0.200
N  0.335  1.233  1.360  -0.233
C  0.132  1.996  2.632  -0.055
C  -0.795  0.809  0.580  -0.339
C  -1.777  1.923  0.161  -0.038
C  -1.643  -0.283  1.267  -0.194
O  -2.412  -0.956  0.628  0.056
H  1.865  -0.388  3.485  0.084
H  2.451  1.202  2.870  0.049
H  3.153  -0.490  2.344  0.076
H  0.760  -0.835  1.345  0.107
H  1.955  0.240  0.560  0.118
H  -0.164  1.452  3.533  0.088
H  -0.561  2.759  2.255  0.085
H  1.066  2.506  2.878  0.073
H  -0.427  0.376  -0.374  0.144
H  -2.810  1.968  0.524  0.086
H  -1.354  2.908  0.295  0.060
H  -2.071  2.029  -0.903  0.092
H  -1.611  -0.365  2.366  0.135
O  1.267  2.649  -3.076  -0.072
H  1.669  2.319  -2.269  0.007
H  1.096  3.582  -2.899  0.034
O  2.141  -1.312  -4.927  -0.078
H  2.138  -1.557  -3.988  0.018
H  1.200  -1.493  -5.102  0.034
O  0.461  -3.193  -2.378  -0.054
H  1.048  -3.885  -2.061  0.035
H  0.106  -3.539  -3.202  0.036
O  -2.937  -4.026  -0.051  -0.067
H  -3.798  -3.912  -0.480  0.047
H  -2.927  -3.098  0.261  0.006
O  1.240  3.274  -0.465  -0.067
H  2.056  3.675  -0.160  0.051
H  0.888  2.616  0.173  0.008
O  0.386  -0.219  -3.045  -0.073
H  0.761  0.418  -3.672  0.026
H  -0.163  0.391  -2.546  0.014
O  -1.910  -3.859  2.997  -0.071
H  -2.553  -3.128  2.953  0.031
H  -1.907  -4.042  2.044  0.008

Values from the calculation:
LUMO = 0.36 eV
net charge = 0
DFT total energy = -901.40177 a.u.
structure (SMILES) = CCN(C)[C@H](C)C=O.O.O.O.O.O.O.O
energy above the lowest of the compared OMol25 structures with the same formula, charge and spin = 3.415 eV


(3)
ORCA calculation (ωB97M-V/def2-TZVPD) on a 3-piece molecular cluster, C2H12NO2 overall in a non-equilibrium geometry.

Each line ends with the Löwdin charge.
Atoms and positions in Å:
C  -1.697  -0.004  -0.035  -0.038
N  -0.592  -0.556  -0.828  -0.068
C  -0.214  0.397  -2.020  0.045
H  -1.434  1.092  0.239  0.140
H  -1.674  -0.746  0.778  0.103
H  -2.677  -0.158  -0.607  0.131
H  0.222  -0.876  -0.250  0.095
H  -0.830  -1.497  -1.010  0.145
H  -1.137  0.897  -2.432  0.112
H  0.419  1.171  -1.768  0.065
H  -0.015  -0.356  -2.839  0.120
H  0.849  1.153  3.056  0.051
H  1.930  1.938  2.412  0.043
O  1.374  1.197  2.268  -0.019
H  1.516  -0.650  1.509  0.059
H  2.466  -1.648  0.753  0.119
O  1.494  -1.354  0.774  -0.103

Values from the calculation:
LUMO = -2.98 eV
net charge = +1
DFT total energy = -288.35818 a.u.
energy above the lowest of the compared OMol25 structures with the same formula, charge and spin = 1.520 eV